This record from the OMol25 dataset describes C51H45N3O5OsPS as an isolated structure. The level of theory is the ωB97M-V functional and the def2-TZVPD basis.

XYZ file:
```
107
Properties=species:S:1:pos:R:3:forces:R:3
Os 0.02477 -0.54603 -0.39369 -0.559 -0.438 -0.290
O -0.38051 -1.19242 1.34269 0.070 0.286 0.650
C -1.60557 -1.26439 2.07373 -0.161 -0.050 -0.143
C -2.75359 -1.14752 1.08259 0.082 0.195 -0.068
C -2.80338 0.21452 0.44219 -0.087 -0.281 -0.292
C -4.00195 0.90396 0.51240 -0.045 0.017 0.030
C -4.17871 2.07631 -0.19258 0.040 -0.034 0.016
C -3.12350 2.52913 -0.95359 -0.022 -0.010 -0.089
C -1.91390 1.84849 -0.94814 -0.017 0.251 0.221
C -0.75614 2.51530 -1.61782 0.064 -0.004 0.178
C 0.07627 1.62538 -2.52570 0.236 0.168 0.273
O 0.72404 0.67155 -1.66323 0.126 -0.281 -1.040
C 1.22216 2.43668 -3.16426 0.003 -0.024 -0.049
C 1.93795 1.88680 -4.22731 -0.019 -0.021 0.005
C 3.00437 2.56197 -4.79841 0.026 0.023 0.019
C 3.37748 3.81170 -4.32117 -0.002 -0.018 -0.010
C 2.67733 4.36894 -3.26487 -0.021 -0.021 0.011
C 1.61087 3.68573 -2.69136 -0.006 0.055 0.002
C -0.75216 1.00048 -3.63903 -0.095 0.070 -0.033
C -1.72704 1.76861 -4.27853 0.008 -0.056 -0.003
C -2.40073 1.28378 -5.38892 0.007 -0.048 0.010
C -2.11149 0.01676 -5.87790 -0.009 0.035 -0.001
C -1.14834 -0.75431 -5.24700 0.041 -0.018 -0.057
C -0.47233 -0.26278 -4.13906 0.053 -0.058 0.010
N -1.74306 0.70473 -0.25814 -0.056 0.258 0.434
C -1.48737 -2.64018 2.71816 -0.020 -0.114 -0.074
C -1.92102 -3.77783 2.04510 -0.035 -0.032 -0.007
C -1.68441 -5.04021 2.57681 0.013 0.021 0.001
C -0.99977 -5.17922 3.77391 0.017 0.022 0.018
C -0.54911 -4.04700 4.44288 -0.016 -0.027 -0.023
C -0.79069 -2.78853 3.91536 0.018 0.041 0.018
C -1.82340 -0.13481 3.07969 0.138 -0.142 0.112
C -2.73311 -0.33650 4.11775 0.024 -0.030 0.020
C -3.08879 0.70117 4.96391 -0.005 0.033 -0.013
C -2.55197 1.96848 4.77596 -0.007 -0.020 0.016
C -1.66417 2.18218 3.73486 0.035 -0.009 -0.011
C -1.29906 1.13564 2.89650 -0.088 0.076 -0.040
H -3.69377 -1.32311 1.60290 -0.026 0.047 -0.010
H -2.67628 -1.89798 0.30008 0.034 -0.017 0.091
H -4.79165 0.49351 1.12526 -0.018 -0.001 -0.028
H -5.11220 2.62116 -0.14805 -0.007 -0.018 -0.025
H -3.20865 3.42803 -1.54780 0.010 0.022 0.041
H -0.10621 2.90728 -0.82965 0.037 -0.088 -0.002
H -1.12707 3.37667 -2.16649 0.021 0.032 0.010
H 1.65434 0.92444 -4.63048 -0.006 -0.005 0.010
H 3.53650 2.11414 -5.62784 0.000 0.005 0.004
H 4.20064 4.34773 -4.77531 -0.001 -0.003 0.004
H 2.95373 5.34308 -2.88281 -0.007 0.000 -0.002
H 1.08951 4.16502 -1.87402 0.005 -0.016 -0.001
H -1.95740 2.76818 -3.93467 0.016 0.019 -0.007
H -3.14727 1.89903 -5.87399 -0.003 -0.003 0.003
H -2.63877 -0.36847 -6.74055 0.013 0.005 -0.009
H -0.92690 -1.74878 -5.60809 -0.003 -0.010 0.025
H 0.27748 -0.87789 -3.65766 -0.012 0.024 -0.019
H -2.43345 -3.70276 1.09342 0.004 -0.006 0.031
H -2.03829 -5.91548 2.04719 -0.003 0.005 0.002
H -0.82131 -6.16266 4.18914 -0.001 0.002 0.001
H -0.01778 -4.14619 5.38097 -0.003 0.003 -0.001
H -0.44712 -1.90765 4.44531 -0.017 -0.007 0.007
H -3.16777 -1.31795 4.26757 0.011 0.004 -0.002
H -3.79405 0.52270 5.76517 0.012 -0.008 0.005
H -2.82990 2.78130 5.43406 -0.008 0.002 -0.012
H -1.25290 3.16905 3.56706 0.031 0.010 0.001
H -0.61951 1.32570 2.08045 0.031 -0.004 -0.025
N 2.41752 -1.58618 1.27359 -0.254 -0.190 0.151
P 1.96139 -0.01511 0.86231 -0.170 0.683 -0.230
C 1.86469 0.86388 2.43411 -0.113 -0.189 0.095
C 1.70412 0.20389 3.64521 -0.026 -0.050 0.059
C 1.65225 0.92543 4.83163 0.023 -0.030 -0.043
C 1.74592 2.30615 4.80371 -0.006 0.041 -0.014
C 1.88421 2.97237 3.59002 -0.031 0.017 0.035
C 1.94546 2.25672 2.40801 0.039 -0.017 0.007
C 3.47447 0.72307 0.18571 0.132 -0.033 0.083
C 3.65453 1.15611 -1.12002 0.075 -0.066 -0.011
C 4.88696 1.66503 -1.51965 -0.039 -0.032 -0.033
C 5.94180 1.73100 -0.62901 0.025 0.008 0.018
C 5.77357 1.29011 0.67998 0.000 -0.014 -0.025
C 4.55060 0.79318 1.08386 -0.016 0.031 -0.007
C 1.90321 -2.63919 0.56244 0.201 0.216 0.004
C 2.13866 -3.95543 0.94665 0.046 -0.101 -0.053
C 1.63939 -4.97171 0.16772 0.017 0.024 0.026
C 0.94920 -4.65977 -1.00235 0.026 -0.031 -0.031
C 0.73738 -3.34502 -1.30985 0.197 0.242 -0.203
N 1.17571 -2.31928 -0.52993 0.043 -0.343 0.388
H 2.90935 -1.79104 2.12928 0.077 -0.017 -0.066
H 1.59713 -0.87399 3.67471 -0.011 0.006 -0.028
H 1.53256 0.40676 5.77377 0.002 -0.003 -0.006
H 1.71104 2.86879 5.72728 -0.011 0.004 -0.006
H 1.95369 4.05220 3.56936 0.010 -0.007 0.001
H 2.08439 2.77867 1.46723 0.008 -0.008 0.003
H 2.84723 1.09828 -1.82485 -0.062 -0.026 -0.060
H 5.00882 2.00495 -2.53887 -0.007 0.006 -0.022
H 6.89979 2.12133 -0.94703 -0.011 0.013 -0.002
H 6.59409 1.34022 1.38331 -0.001 -0.007 -0.002
H 4.42896 0.47413 2.11296 0.008 0.005 -0.012
H 2.70004 -4.15455 1.84879 -0.001 0.008 0.002
H 1.79914 -6.00174 0.45776 -0.018 0.002 -0.003
H 0.56283 -5.41939 -1.66494 0.014 -0.012 0.011
H 0.22146 -3.07195 -2.21471 -0.149 0.048 0.013
C -3.64449 -1.30981 -2.85206 -0.114 0.169 -0.036
S -2.41829 -2.40825 -2.23791 0.379 -0.312 -0.081
O -1.84837 -3.11929 -3.35240 0.022 0.041 0.018
O -3.00550 -3.21665 -1.19526 -0.036 0.050 -0.030
O -1.37065 -1.47525 -1.65805 -0.090 0.125 0.140
H -4.31423 -1.88583 -3.48725 -0.006 -0.016 0.031
H -3.15238 -0.52860 -3.43072 -0.045 -0.059 0.029
H -4.19155 -0.88898 -2.00953 0.030 0.012 0.001
```
Forces are in eV/Å.

The calculation puts the strongest force on any atom at 1.08 eV/A. The energy comes out at -3341.0335 a.u. The net charge is +1. The orbital gap comes out at 7.40 eV. For the energy above the lowest of the compared OMol25 structures with the same formula, charge and spin, the calculation gives 0.431 eV.